[1]
81
Properties=species:S:1:pos:R:3:forces:R:3 method="wB97M-V/def2-TZVPD" spin_multiplicity=1 lumo_energy_ev=-4.55 de_lowest_kj_mol=163.46 total_charge=+1 homo_ev=-10.40
Hf -1.208966 1.016520 0.234613 -0.5 -0.2 -0.4
C 4.118332 -3.578796 -1.268048 0.0 0.0 0.0
C 2.842159 -2.860493 -0.930120 0.0 0.0 0.0
C 1.613748 -3.517021 -0.954194 0.0 0.0 0.0
C 0.420694 -2.870669 -0.662363 0.0 0.0 0.0
C -0.866877 -3.655976 -0.625198 0.0 0.1 0.0
O -1.201723 -4.304528 -1.588890 0.0 0.0 0.0
C -1.659823 -3.641414 0.636764 0.0 0.0 0.0
C -1.088806 -3.269168 1.851783 0.0 0.0 0.0
C -1.824932 -3.358851 3.022397 0.0 0.0 0.0
C -3.139511 -3.802630 2.980091 0.0 0.0 0.0
C -3.717553 -4.161355 1.768940 0.0 0.0 0.0
C -2.977617 -4.090068 0.600855 0.0 0.0 0.0
C 0.433934 -1.504960 -0.414494 -0.1 -0.1 0.0
O -0.727956 -0.840981 -0.178061 0.2 0.2 0.1
C 1.663524 -0.822812 -0.368443 0.0 0.0 0.0
C 2.850839 -1.515781 -0.591527 0.0 0.0 0.0
C 1.591589 0.585700 0.045553 0.0 0.0 0.0
N 0.802677 1.433529 -0.601545 0.0 0.0 0.1
C 0.684059 1.221703 -2.094390 -0.1 -0.1 0.1
C 2.039106 1.383081 -2.758162 0.0 0.1 -0.1
Te 1.874833 1.041097 -4.871538 0.0 0.0 0.0
C 1.465300 -1.014066 -4.637595 0.0 0.0 0.0
C 0.154922 -1.454960 -4.457205 0.0 0.0 0.0
C -0.109843 -2.808478 -4.308611 0.0 0.0 0.0
C 0.927953 -3.728901 -4.358859 0.0 0.0 0.0
C 2.230843 -3.295620 -4.554555 0.0 0.0 0.0
C 2.502809 -1.940151 -4.688415 0.0 0.0 0.0
C 2.241421 1.027495 1.267899 0.0 0.0 0.0
C 2.618768 0.109431 2.255062 0.0 0.0 0.0
C 3.203019 0.557021 3.424342 0.0 0.0 0.0
C 3.430734 1.915622 3.609495 0.0 0.0 0.0
C 3.080430 2.834232 2.624950 0.0 0.0 0.0
C 2.485763 2.395197 1.457929 0.0 0.0 0.0
H 3.967093 -4.656266 -1.299631 0.0 0.0 0.0
H 4.899575 -3.365282 -0.538199 0.0 0.0 0.0
H 4.485373 -3.263537 -2.246700 0.0 0.0 0.0
H 1.575835 -4.574724 -1.187919 0.0 0.0 0.0
H -0.057264 -2.938782 1.887618 0.0 0.0 0.0
H -1.372763 -3.092154 3.969034 0.0 0.0 0.0
H -3.715971 -3.870485 3.893447 0.0 0.0 0.0
H -4.742429 -4.506215 1.739876 0.0 0.0 0.0
H -3.401359 -4.389349 -0.348600 0.0 0.0 0.0
H 3.792222 -0.979655 -0.529345 0.0 0.0 0.0
H 0.011574 1.990487 -2.465843 0.0 0.0 0.0
H 0.252155 0.245452 -2.328255 0.0 0.0 0.0
H 2.772716 0.677098 -2.373768 0.0 0.0 0.0
H 2.417714 2.396782 -2.625561 0.0 0.0 0.0
H -0.659952 -0.740873 -4.449797 0.0 0.0 0.0
H -1.124560 -3.149560 -4.154587 0.0 0.0 0.0
H 0.712846 -4.783316 -4.247628 0.0 0.0 0.0
H 3.039563 -4.013532 -4.614995 0.0 0.0 0.0
H 3.519549 -1.604945 -4.852331 0.0 0.0 0.0
H 2.420950 -0.944484 2.110705 0.0 0.0 0.0
H 3.480492 -0.148045 4.195688 0.0 0.0 0.0
H 3.897521 2.260415 4.522850 0.0 0.0 0.0
H 3.292475 3.885716 2.765028 0.0 0.0 0.0
H 2.236461 3.088664 0.665268 0.0 0.0 0.0
Se -2.783482 3.935342 -3.038618 0.0 0.0 0.0
C -2.535366 2.514316 -2.104362 -0.1 -0.1 0.0
N -2.339614 1.542749 -1.437009 0.2 0.0 0.4
F -2.505748 7.949081 1.533105 0.0 0.0 0.0
C -2.914093 7.051847 2.440325 0.0 0.0 0.0
F -2.314043 7.338101 3.600080 0.0 0.0 0.0
F -4.230982 7.196370 2.601917 0.0 0.0 0.0
C -2.563060 5.654192 1.976639 0.0 0.0 0.0
C -3.477322 4.906339 1.259074 0.0 0.0 0.0
C -3.094807 3.658628 0.807171 0.0 0.0 0.0
N -1.879078 3.149402 1.047490 0.2 -0.1 0.0
C -1.005107 3.877316 1.762868 0.0 0.0 0.0
C -1.303790 5.135516 2.238578 0.0 0.0 0.0
H -4.469826 5.278090 1.050625 0.0 0.0 0.0
H -3.776388 3.040849 0.239380 0.0 0.0 0.0
H -0.040296 3.425698 1.961767 0.0 0.0 0.0
H -0.575279 5.691442 2.810795 0.0 0.0 0.0
B -3.299270 0.149338 2.124992 0.0 0.0 0.0
C -1.818229 0.397692 2.605948 0.0 0.1 -0.1
N -0.710829 0.748956 2.519613 0.0 -0.1 0.0
H -3.993077 1.052390 2.493162 0.0 0.0 0.0
H -3.669595 -0.969340 2.287991 0.0 0.0 0.0
H -3.154382 0.269326 0.863651 0.2 0.1 0.0



[2]
81
Properties=species:S:1:pos:R:3:forces:R:3 method="wB97M-V/def2-TZVPD" spin_multiplicity=2 s_squared=0.775 lumo_energy_ev="4.18 / 4.18" de_lowest_kj_mol=254.54 total_charge=-2 homo_ev="0.54 / -1.74"
Hg 0.505824 -0.314385 -1.186494 0.0 0.6 0.4
N 3.594781 -3.315978 -2.010968 0.4 -0.4 0.3
C 2.322458 -2.781843 -1.750240 -1.2 0.8 -0.5
S 1.798972 -2.503927 -0.121278 0.5 -0.2 0.3
N 1.641360 -2.475922 -2.809462 0.8 -0.4 -0.1
N 0.417799 -1.848092 -2.708323 1.2 -0.7 0.7
C -0.401828 -2.044152 -3.736080 -2.1 0.3 0.1
C -0.103175 -2.514688 -5.060726 0.6 1.1 0.3
C 1.234032 -2.434995 -5.634136 -2.0 -0.1 -0.8
C 1.343361 -2.503441 -7.021308 2.0 -0.8 2.5
C 0.314208 -2.973348 -7.803803 0.9 0.7 -2.4
C -0.947048 -3.090430 -7.333505 -0.8 0.7 4.0
C -1.159396 -2.796808 -5.948244 1.3 -0.6 -1.8
C -1.829285 -1.511205 -3.323241 1.9 -2.4 -1.1
C -2.185542 -0.294675 -3.811868 0.2 0.2 0.3
C -3.379128 0.218286 -3.406306 -1.7 2.0 -0.6
C -4.170746 -0.461954 -2.518437 -0.4 -1.5 0.5
C -3.750541 -1.738175 -2.134220 -1.0 -0.9 1.9
N -2.621599 -2.274893 -2.559073 0.3 -0.1 0.4
H 4.049742 -3.601138 -1.153477 -0.2 -0.1 -0.1
H 3.547042 -4.079575 -2.676896 0.0 0.2 0.0
H 2.008183 -2.326125 -4.921873 0.9 0.4 0.1
H 2.372514 -2.420546 -7.398368 -0.5 0.1 -0.3
H 0.555265 -3.028097 -8.856762 -0.3 -0.3 -0.3
H -1.805053 -3.336179 -7.881995 -0.9 -0.4 -1.1
H -2.099099 -2.809163 -5.495259 -1.7 -0.2 0.2
H -1.446832 0.230133 -4.365624 0.1 0.6 -0.6
H -3.763175 1.189592 -3.772895 0.6 -0.5 0.3
H -5.127170 -0.139958 -2.130749 0.0 0.5 -0.1
H -4.358219 -2.360312 -1.296226 1.3 1.4 -2.2
Br -1.781063 -2.700487 1.095468 -0.1 0.5 -0.2
C -2.439622 -0.889414 0.899030 1.0 -1.5 0.5
C -3.436836 -0.521277 1.744293 -1.4 1.3 -0.5
C -4.008170 0.755828 1.570251 1.5 -1.3 -0.1
C -3.465497 1.582986 0.608493 -0.7 -1.9 1.3
C -2.423463 1.056318 -0.156950 0.3 2.1 -0.9
N -1.877016 -0.124873 -0.007041 -0.1 -0.5 0.2
C -1.969958 1.971552 -1.321532 1.3 -2.0 -0.4
O -2.717431 2.922879 -1.445118 -0.4 1.7 -0.8
O -0.999090 1.569229 -2.048750 -0.8 0.7 1.0
H -3.944483 -1.202342 2.370451 0.0 -0.8 0.8
H -4.829692 0.994797 2.203139 -0.6 0.5 0.3
H -3.980044 2.487587 0.484191 0.2 1.3 -0.8
S 1.845697 1.243294 0.233948 0.0 0.1 -0.9
C 0.865885 2.711657 0.343636 0.2 -1.3 -1.4
C 0.866949 3.663605 -0.645163 0.0 2.3 -1.7
C 0.081216 4.850071 -0.592516 2.1 -3.4 0.4
C -0.699311 4.985121 0.511016 -2.3 2.1 1.7
C -0.748886 3.950697 1.426862 2.2 -1.3 -0.5
N 0.024774 2.787803 1.312695 -2.9 2.5 2.9
H 1.513196 3.457908 -1.492946 -0.1 0.3 0.0
H 0.208928 5.551584 -1.345910 -0.1 1.2 -1.3
H -1.329263 5.959331 0.710127 1.3 -2.1 -0.4
H -1.204128 4.099779 2.381749 -0.7 -0.3 0.3
C 1.824109 -2.423120 3.572125 0.1 1.5 -1.3
P 1.203383 -0.761261 2.888205 0.2 -0.2 0.4
C 0.360314 -0.034116 4.418846 0.7 -0.8 -0.4
C 0.657188 -0.303591 5.742802 -0.1 0.1 1.4
C -0.042865 0.385372 6.733635 -0.1 -0.7 1.4
C -1.069429 1.285504 6.405223 1.1 -0.2 3.5
C -1.311319 1.613230 5.136717 -0.1 -0.4 -1.1
C -0.616807 0.895263 4.181023 -0.4 1.4 -3.2
C 2.798539 0.217304 2.984097 0.3 -1.1 0.4
C 2.752911 1.585719 3.181619 -0.3 0.4 -0.9
C 3.931237 2.341732 3.171600 0.0 -0.9 1.2
C 5.165906 1.704334 3.093646 -0.3 0.8 -1.0
C 5.181777 0.374749 2.693699 0.4 1.5 1.6
C 4.058843 -0.381245 2.762007 -1.5 -0.7 -0.7
H 2.119927 -3.068751 2.726239 0.6 0.6 0.4
H 2.561367 -2.096034 4.296396 0.4 -0.9 0.1
H 0.990848 -2.924048 3.979172 -1.0 -0.4 1.0
H 1.410646 -1.019738 6.067434 0.0 0.1 -0.3
H 0.160195 0.199136 7.843198 -0.2 0.2 -1.7
H -1.556398 1.777973 7.257533 0.0 -0.1 -0.5
H -2.017139 2.380739 4.927773 -0.5 0.4 -0.6
H -0.751040 1.184691 3.104331 -0.1 -0.3 1.0
H 1.754773 2.047410 3.121609 0.6 0.1 0.4
H 3.904759 3.374405 3.425952 -0.2 0.8 -0.1
H 6.100057 2.275669 3.198926 -0.5 -0.3 -0.2
H 6.137399 -0.023181 2.572381 1.3 -1.1 -0.5
H 4.180411 -1.429749 2.502238 -0.5 0.0 0.1



[3]
80
Properties=species:S:1:pos:R:3:forces:R:3 method="wB97M-V/def2-TZVPD" spin_multiplicity=1 lumo_energy_ev=-3.10 de_lowest_kj_mol=0.00 total_charge=+1 homo_ev=-9.84
W 0.606110 -0.041698 -0.824469 -0.2 0.6 -0.3
C 4.209029 2.494197 -1.124556 0.0 0.0 0.0
C 3.115230 1.629717 -1.649694 0.1 -0.1 -0.1
N 2.339011 0.967314 -0.873583 -0.5 0.1 0.2
N 2.187793 1.107609 0.491883 0.0 -0.1 -0.1
C 2.093257 -0.083626 1.093936 0.1 0.1 0.3
S 1.906266 -1.608611 0.249342 0.2 -0.4 0.4
S 1.796534 -0.095847 2.804586 0.1 -0.1 0.0
C 1.994953 1.651772 3.249765 0.0 0.0 0.0
C 3.364408 2.240355 3.021381 0.0 0.0 0.0
C 4.524565 1.546908 3.345177 0.0 0.0 0.0
C 5.768636 2.127810 3.143647 0.0 0.0 0.0
C 5.865214 3.410642 2.623511 0.0 0.0 0.0
C 4.710114 4.110871 2.303870 0.0 0.0 0.0
C 3.467527 3.524321 2.497615 0.0 0.0 0.0
C 2.847732 1.449811 -3.068188 0.0 -0.1 0.0
C 3.656086 2.070767 -4.032319 0.0 0.0 0.0
C 3.420320 1.897873 -5.377521 0.0 0.0 0.0
C 2.361900 1.090915 -5.796076 0.0 0.0 0.0
C 1.550253 0.466173 -4.873559 0.0 0.0 0.0
C 1.785471 0.640146 -3.511395 0.0 0.1 0.1
O 0.951395 -0.003798 -2.664706 0.0 -0.2 -0.5
H 4.170361 2.547820 -0.038933 0.0 0.0 0.0
H 4.114036 3.501161 -1.532405 0.0 0.0 0.0
H 5.179596 2.099831 -1.430316 0.0 0.0 0.0
H 1.740987 1.648701 4.312340 0.0 0.0 0.0
H 1.234206 2.226382 2.722340 0.0 0.0 0.0
H 4.459850 0.544209 3.750669 0.0 0.0 0.0
H 6.664895 1.578351 3.399899 0.0 0.0 0.0
H 6.835916 3.863814 2.472075 0.0 0.0 0.0
H 4.775084 5.113775 1.901911 0.0 0.0 0.0
H 2.567522 4.067791 2.233816 0.0 0.0 0.0
H 4.480735 2.691305 -3.709436 0.0 0.0 0.0
H 4.055186 2.383521 -6.105085 0.0 0.0 0.0
H 2.174553 0.951687 -6.852521 0.0 0.0 0.0
H 0.726290 -0.165634 -5.176047 0.0 0.0 0.0
C -3.879418 -6.929415 0.661176 0.0 0.0 0.0
O -3.306339 -5.625428 0.605803 0.0 0.0 0.0
C -2.407149 -5.289372 1.561485 0.0 0.0 0.1
C -2.100405 -6.078723 2.663150 0.0 0.0 0.0
C -1.150025 -5.660371 3.584077 0.0 0.0 0.0
C -0.487234 -4.455570 3.424505 0.0 0.0 -0.1
C -0.788549 -3.661225 2.330865 0.0 -0.1 0.0
C -1.745298 -4.065035 1.410877 0.1 0.0 0.0
N -1.968674 -3.208859 0.301587 0.0 0.1 -0.1
C -3.062095 -3.034120 -0.382098 -0.1 0.0 0.0
C -3.190450 -2.111276 -1.456095 0.1 0.0 0.0
C -4.439690 -2.036658 -2.107778 0.0 0.0 0.0
C -4.647611 -1.148008 -3.129155 0.0 0.0 0.1
C -3.594941 -0.306192 -3.512541 0.0 0.0 -0.1
C -2.362409 -0.349321 -2.901197 0.0 -0.1 0.0
C -2.124427 -1.257083 -1.857125 -0.1 0.1 0.0
O -0.960946 -1.352618 -1.247550 0.0 0.0 -0.1
H -4.501763 -7.015787 -0.223778 0.0 0.0 0.0
H -4.494688 -7.047254 1.554056 0.0 0.0 0.0
H -3.102805 -7.695111 0.638595 0.0 0.0 0.0
H -2.597578 -7.026301 2.806663 0.0 0.0 0.0
H -0.929011 -6.292296 4.433692 0.0 0.0 0.0
H 0.256993 -4.135450 4.139647 0.0 0.0 0.0
H -0.280860 -2.715692 2.178071 0.0 0.0 0.0
H -1.193007 -2.613320 -0.010393 0.0 0.0 0.0
H -3.923557 -3.625920 -0.101509 0.0 0.0 0.0
H -5.236346 -2.695432 -1.783137 0.0 0.0 0.0
H -5.604401 -1.090574 -3.627114 0.0 0.0 0.0
H -3.752369 0.403872 -4.315112 0.0 0.0 0.0
H -1.566243 0.312509 -3.209315 0.0 0.0 0.0
Br -4.090931 5.985148 -0.818104 0.0 0.0 0.0
C -3.511373 4.521232 0.219761 0.0 -0.1 0.0
C -4.012476 4.347561 1.502033 0.0 0.0 0.0
C -3.589506 3.272080 2.269487 0.0 0.0 0.0
C -2.669326 2.369833 1.760454 -0.1 0.1 0.0
C -2.177092 2.559978 0.474060 0.0 0.0 -0.1
C -2.591065 3.634336 -0.307523 -0.1 0.0 0.1
C -1.195858 1.622982 -0.086391 0.1 -0.1 -0.1
O -0.691226 1.753505 -1.231848 -0.2 -0.2 0.3
O -0.788621 0.608624 0.605883 0.2 0.1 -0.1
H -4.731051 5.052862 1.896427 0.0 0.0 0.0
H -3.983793 3.141722 3.268105 0.0 0.0 0.0
H -2.331624 1.525558 2.345040 0.0 0.0 0.0
H -2.195764 3.764275 -1.304670 0.0 0.0 0.0